# C3H9NOS2

A 2-piece molecular cluster, C3H9NOS2 overall at a distorted geometry (the ωB97M-V functional and the def2-TZVPD basis, the Open Molecules 2025 dataset).

Each line ends with the Mulliken charge.
Positions of all 16 atoms, in Å:
C 1.924927 -1.633697 0.403248  -0.950
C -1.653223 0.964182 0.496672  -0.002
C -1.495508 -0.241024 1.010703  -0.931
N -1.644842 1.238224 -0.874588  -0.419
O 0.560304 -0.911990 -1.713967  -0.581
S 2.302828 1.158680 -0.849644  -0.291
S 0.870953 -0.310658 -0.405049  0.687
H 2.862907 -1.795085 -0.149332  0.356
H 2.166346 -1.064752 1.348524  0.316
H 1.378341 -2.566360 0.477681  0.316
H -1.734427 1.955650 0.982100  0.261
H 1.612081 2.190292 -0.694900  0.124
H -1.541491 -1.072416 0.401333  0.482
H -1.437650 -0.417016 2.091356  0.230
H -2.321744 1.946554 -0.991276  0.235
H -1.849796 0.559414 -1.532861  0.167

Cartesian forces (eV/Å) of the 2 atoms listed first:
0.99 2.58 0.46
-0.42 0.78 -0.47

The value obtained for the total energy is -28462.4943 eV. For the energy above the lowest of the compared OMol25 structures with the same formula, charge and spin, the calculation gives 67.91 kcal per mole. Its HOMO energy is -0.29888 hartree. The value obtained for the orbital gap is 8.8 eV.